Entry 1:
DFT (ωB97M-V with the def2-TZVPD basis set) results for a structure of composition C40H36GeIN7S3Tl.

Structure (XYZ):
```
89
C40H36GeIN7S3Tl, DFT ωB97M-V with the def2-TZVPD basis set
Tl 0.739 -1.052 0.142
C 2.129 3.669 -1.073
C 1.938 2.182 -1.110
N 1.756 1.449 -0.079
N 1.504 2.016 1.131
C 1.789 1.250 2.157
N -1.030 1.882 2.597
S 2.734 -0.179 2.099
C 1.907 1.473 -2.416
C 2.083 2.170 -3.614
C 1.998 1.488 -4.815
C 1.748 0.126 -4.803
C 1.596 -0.491 -3.569
N 1.672 0.153 -2.413
H 2.047 4.008 -0.043
H 3.116 3.942 -1.458
H 1.375 4.179 -1.675
H -1.010 2.864 2.351
H -1.552 1.811 3.465
H 2.271 3.234 -3.600
H 2.122 2.018 -5.751
H 1.662 -0.447 -5.717
H 1.401 -1.558 -3.505
C -1.478 -4.274 1.033
C -0.035 -4.623 1.099
N 0.910 -3.932 0.543
C 2.148 -4.486 0.746
C 2.154 -5.632 1.478
S 0.551 -6.029 1.926
C 3.319 -3.786 0.209
C 4.583 -4.282 0.131
S 5.641 -3.073 -0.452
C 4.318 -1.970 -0.578
N 3.183 -2.481 -0.212
C 4.517 -0.569 -1.040
H -1.580 -3.185 1.155
H -2.050 -4.809 1.791
H -1.870 -4.521 0.044
H 2.999 -6.215 1.804
H 4.929 -5.266 0.396
H 5.546 -0.250 -0.871
H 3.842 0.076 -0.477
H 4.290 -0.481 -2.104
C -1.358 -0.956 0.772
Ge -1.778 0.865 1.186
C -3.672 0.659 1.756
C -4.625 1.655 1.551
C -5.938 1.499 1.979
C -6.325 0.333 2.625
C -5.390 -0.672 2.837
C -4.079 -0.508 2.407
C 1.214 1.701 3.465
C 1.550 2.999 3.867
C 1.388 3.416 5.182
C 1.012 2.512 6.160
C 0.894 1.169 5.808
C 1.073 0.763 4.500
C -1.856 2.243 -0.259
C -1.273 3.509 -0.204
C -1.427 4.426 -1.238
C -2.175 4.096 -2.359
C -2.758 2.838 -2.439
C -2.590 1.927 -1.404
H -4.341 2.571 1.041
H -6.661 2.289 1.808
H -7.348 0.208 2.961
H -5.683 -1.587 3.340
H -3.352 -1.297 2.568
H 1.888 3.699 3.112
H 1.594 4.448 5.444
H 0.901 2.824 7.191
H 0.700 0.426 6.573
H 1.015 -0.285 4.241
H -0.657 3.786 0.644
H -0.959 5.402 -1.166
H -2.303 4.811 -3.164
H -3.344 2.568 -3.310
H -3.044 0.943 -1.483
I -2.719 -0.325 -4.670
C -1.606 -1.940 -3.967
C -1.075 -2.854 -4.861
C -0.311 -3.896 -4.357
C -0.115 -3.963 -2.985
N -0.626 -3.082 -2.133
C -1.369 -2.084 -2.604
H -1.248 -2.752 -5.924
H 0.126 -4.636 -5.015
H 0.490 -4.752 -2.548
H -1.750 -1.392 -1.851
```

Results
Charge: -1
HOMO (hartree): -0.1089
ΔE to the lowest compared entry with this formula, charge and spin (kcal/mol): 44.46
Gap between HOMO and LUMO (eV): 4.954

For each atom in turn, the Löwdin charge in e is:
1 Tl 0.705
2 C -0.035
3 C -0.282
4 N -0.048
5 N -0.003
6 C -0.764
7 N -0.094
8 S 0.590
9 C -0.215
10 C -0.014
11 C -0.070
12 C -0.067
13 C -0.141
14 N 0.087
15 H 0.066
16 H 0.081
17 H 0.065
18 H 0.001
19 H 0.034
20 H 0.101
21 H 0.103
22 H 0.099
23 H 0.098
24 C -0.094
25 C -0.623
26 N 0.048
27 C -0.336
28 C -0.363
29 S 1.037
30 C -0.326
31 C -0.359
32 S 1.046
33 C -0.641
34 N 0.038
35 C -0.089
36 H 0.002
37 H 0.068
38 H 0.076
39 H 0.067
40 H 0.069
41 H 0.075
42 H 0.024
43 H 0.076
44 C -0.474
45 Ge 0.632
46 C -0.270
47 C -0.115
48 C -0.114
49 C -0.125
50 C -0.110
51 C -0.119
52 C -0.297
53 C -0.067
54 C -0.111
55 C -0.123
56 C -0.101
57 C -0.095
58 C -0.265
59 C -0.124
60 C -0.120
61 C -0.114
62 C -0.131
63 C -0.138
64 H 0.093
65 H 0.090
66 H 0.087
67 H 0.090
68 H 0.079
69 H 0.100
70 H 0.089
71 H 0.086
72 H 0.093
73 H 0.086
74 H 0.079
75 H 0.094
76 H 0.089
77 H 0.060
78 H 0.078
79 I 0.909
80 C -0.716
81 C -0.164
82 C -0.078
83 C -0.153
84 N 0.073
85 C -0.223
86 H 0.090
87 H 0.098
88 H 0.106
89 H 0.053



Entry 2:
DFT (ωB97M-V with the def2-TZVPD basis set) results for a structure of composition C5H6O3Pr.

Structure (XYZ):
```
15
C5H6O3Pr, DFT ωB97M-V with the def2-TZVPD basis set
O 1.932 -1.484 0.842
C 1.658 -0.254 0.723
O 1.641 0.616 1.577
O 1.176 0.015 -0.542
C 0.393 1.170 -0.718
Pr 3.951 -2.619 -0.243
H 0.936 2.060 -0.378
H 0.192 1.225 -1.793
C -0.923 1.088 0.068
C -1.695 -0.071 -0.081
C -2.291 -1.196 -0.149
H -1.533 2.003 0.038
H -0.649 0.953 1.155
H -2.124 -1.958 0.623
H -2.663 -1.548 -1.121
```

Results
Charge: +2
HOMO (spin up / spin down) (hartree): -0.5895 / -0.6031
ΔE to the lowest compared entry with this formula, charge and spin (kcal/mol): 0.00
Expectation value of S²: 3.752
2S+1: 4
Gap between HOMO and LUMO (spin up / spin down) (eV): 7.535 / 7.926

For each atom in turn, the natural (NBO) charge in e is:
1 O -0.928
2 C 0.943
3 O -0.636
4 O -0.559
5 C -0.055
6 Pr 1.919
7 H 0.241
8 H 0.223
9 C -0.632
10 C 0.575
11 C -0.498
12 H 0.327
13 H 0.393
14 H 0.342
15 H 0.343



Entry 3:
DFT (ωB97M-V with the def2-TZVPD basis set) results for a cluster of 2 separate species, C5H9NO in total.

Structure (XYZ):
```
16
C5H9NO, DFT ωB97M-V with the def2-TZVPD basis set
C -0.643 0.698 -1.309
C -1.202 -0.321 -0.142
N -0.924 -1.645 -0.512
O -2.288 -0.019 0.335
H -0.090 1.560 -0.946
H -0.070 0.237 -2.123
H -1.560 1.107 -1.703
H -1.692 -2.294 -0.403
H -0.051 -1.813 -0.986
C 0.202 -0.290 1.655
C 1.127 0.405 0.994
C 2.167 0.942 0.447
H 0.495 -1.188 2.199
H -0.677 0.163 2.085
H 2.755 1.668 1.002
H 2.451 0.788 -0.591
```

Results
HOMO (hartree): -0.3344
ΔE to the lowest compared entry with this formula, charge and spin (kcal/mol): 90.99
Structure (SMILES): CC(N)=O.C=C=C
Gap between HOMO and LUMO (eV): 9.880

For each atom in turn, the natural (NBO) charge in e is:
1 C -0.706
2 C 0.691
3 N -0.874
4 O -0.643
5 H 0.222
6 H 0.202
7 H 0.238
8 H 0.409
9 H 0.393
10 C -0.523
11 C 0.138
12 C -0.508
13 H 0.238
14 H 0.265
15 H 0.234
16 H 0.223



Entry 4:
DFT (ωB97M-V with the def2-TZVPD basis set) results for an isolated molecule of C3H5N3.

Structure (XYZ):
```
11
C3H5N3, DFT ωB97M-V with the def2-TZVPD basis set
C 0.409 0.756 -1.149
N 0.047 -0.124 -0.059
C -1.143 -0.757 0.165
N -1.226 -1.170 1.400
N -0.063 -0.802 2.031
C 0.672 -0.184 1.150
H -0.164 1.684 -1.076
H 0.234 0.286 -2.117
H 1.470 0.995 -1.060
H -1.896 -0.913 -0.595
H 1.661 0.228 1.309
```

Results
HOMO (hartree): -0.3635
ΔE to the lowest compared entry with this formula, charge and spin (kcal/mol): 19.41
Structure (SMILES): Cn1cnnc1
Gap between HOMO and LUMO (eV): 10.569

For each atom in turn, the natural (NBO) charge in e is:
1 C -0.402
2 N -0.368
3 C 0.139
4 N -0.279
5 N -0.283
6 C 0.144
7 H 0.209
8 H 0.216
9 H 0.217
10 H 0.205
11 H 0.202